1.
Entry from OMol25: C2H5IS2 as an isolated structure in a non-equilibrium geometry (the ωB97M-V functional and the def2-TZVPD basis).

```
10
Properties=species:S:1:pos:R:3:forces:R:3
C -0.194 -1.104 0.287 1.83 0.09 0.95
C 0.621 -0.684 1.417 1.18 0.96 1.28
S 2.882 -1.521 -0.204 0.50 -0.13 -0.27
S 2.291 -0.661 1.412 -1.74 -0.27 0.29
I -0.353 0.292 3.047 0.50 -0.48 -0.63
H -0.909 -0.436 0.032 -3.05 1.65 -0.01
H -0.410 -2.110 0.255 -1.32 -2.34 0.59
H 0.382 -1.080 -0.567 2.08 0.26 -2.01
H 0.877 1.134 -0.279 -0.15 -0.61 -0.20
H 1.053 1.829 -0.214 0.17 0.85 0.02
```
Forces are in eV/Å.

## Properties
energy above the lowest of the compared OMol25 structures with the same formula, charge and spin	59.4	kcal per mole
LUMO energy (alpha / beta)	-1.011 / -1.012	eV
gap between HOMO and LUMO (alpha / beta)	7.437 / 7.437	eV



2.
Entry from OMol25: a 8-piece molecular cluster, C7H29O8 overall in a non-equilibrium geometry (the ωB97M-V functional and the def2-TZVPD basis).

```
44
Properties=species:S:1:pos:R:3:forces:R:3
O 22.195 -8.256 33.452 0.36 0.21 -0.39
H 23.073 -7.972 33.160 0.06 0.15 0.43
C 20.601 -10.604 35.346 1.75 -0.31 0.69
O 21.257 -10.719 34.053 -2.38 -2.23 1.67
H 21.372 -10.171 36.036 -1.08 0.07 -0.30
H 20.314 -11.536 35.797 0.78 -1.37 -0.36
H 19.611 -10.184 35.471 -0.05 1.48 -0.97
H 21.498 -9.839 33.876 1.12 2.19 -0.63
C 22.778 -5.283 31.770 -3.14 -1.54 -2.09
O 22.123 -5.563 33.000 1.43 -0.03 -0.69
H 21.987 -5.417 30.882 1.84 0.40 1.62
H 23.737 -5.644 31.414 0.18 -2.20 0.65
H 23.153 -4.343 31.789 -0.09 3.85 0.28
H 22.077 -6.533 33.072 -0.45 -0.25 0.14
C 24.307 -6.983 35.698 0.55 2.68 2.14
O 23.680 -8.159 35.660 4.34 -2.14 5.17
H 25.273 -7.339 35.868 2.43 0.74 0.08
H 24.052 -6.326 36.577 -0.15 -0.68 -0.29
H 24.228 -6.277 34.898 -0.15 -0.10 -1.27
H 23.028 -8.226 35.115 -6.71 -0.51 -5.57
C 22.773 -10.664 30.791 1.38 2.32 -2.98
O 23.417 -9.516 31.392 -1.29 0.83 0.75
H 21.917 -10.464 30.068 1.00 0.39 0.60
H 22.359 -11.101 31.582 -1.75 -2.96 2.95
H 23.498 -11.317 30.201 -0.60 0.90 1.10
H 22.835 -9.083 32.226 1.08 -1.93 -2.69
C 19.250 -9.524 31.623 0.94 0.67 -2.90
O 19.761 -8.393 32.067 2.94 4.54 2.49
H 20.142 -9.932 31.394 1.81 -3.71 -2.30
H 18.533 -9.423 30.896 -1.40 0.46 -2.44
H 18.828 -9.995 32.339 -3.07 -3.94 5.14
H 20.647 -8.721 32.430 -1.38 2.20 -0.15
C 25.860 -10.415 33.423 -0.76 -0.04 1.26
O 26.054 -9.098 33.934 -2.78 1.53 0.29
H 24.975 -10.991 33.781 0.22 0.89 -0.05
H 26.690 -10.874 33.885 1.16 -1.33 -0.01
H 25.878 -10.513 32.356 0.06 0.37 -0.69
H 25.168 -8.644 34.195 2.09 -1.57 -0.74
C 19.351 -6.863 34.888 2.02 -3.22 -5.21
O 20.579 -7.041 35.427 3.63 0.03 2.73
H 19.584 -6.208 34.000 -1.51 -0.85 0.16
H 18.570 -6.516 35.421 -1.82 1.87 2.82
H 19.011 -7.957 34.673 -0.16 1.78 -0.83
H 21.357 -7.284 34.815 -2.45 0.35 0.39
```
Forces are in eV/Å.

## Properties
energy above the lowest of the compared OMol25 structures with the same formula, charge and spin	113.1	kcal per mole
net charge	-1
LUMO energy	3.421	eV
gap between HOMO and LUMO	9.456	eV



3.
Entry from OMol25: a 2-piece molecular cluster, C2H4BrNO3 overall in a non-equilibrium geometry (the ωB97M-V functional and the def2-TZVPD basis).

```
11
Properties=species:S:1:pos:R:3:forces:R:3
O -1.964 -2.647 1.694 -1.78 -0.62 1.01
N -1.128 -2.073 1.108 -0.20 0.15 -0.97
O -1.215 -1.246 0.240 -0.82 0.49 -0.26
O 0.105 -2.460 1.416 2.23 0.12 -0.04
H 0.653 -1.875 0.835 -0.18 -0.48 0.57
C -0.054 2.151 -0.864 -0.14 1.55 0.81
C 1.092 1.547 -1.062 1.33 1.76 -1.46
Br 1.416 -0.137 -0.465 1.17 -1.58 0.13
H -0.740 1.513 -0.297 -0.48 0.92 -0.28
H -0.156 3.294 -1.016 -0.17 -2.32 -0.04
H 1.992 1.934 -1.590 -0.96 0.00 0.52
```
Forces are in eV/Å.

## Properties
energy above the lowest of the compared OMol25 structures with the same formula, charge and spin	60.9	kcal per mole
LUMO energy	0.530	eV
gap between HOMO and LUMO	10.435	eV
structure (SMILES)	O=[N+]([O-])O.C=CBr



4.
Entry from OMol25: an isolated molecule of C6H10 in a non-equilibrium geometry (the ωB97M-V functional and the def2-TZVPD basis).

```
16
Properties=species:S:1:pos:R:3:forces:R:3
C 0.065 -0.119 -1.535 -0.01 0.14 -0.18
C -0.371 1.049 -1.057 -0.03 -0.14 -0.09
C -0.429 1.388 0.420 -0.06 -0.04 -0.01
C 0.123 0.277 1.335 0.16 -0.04 -0.06
C -0.132 -1.107 0.746 0.36 -0.09 -0.21
C 0.517 -1.242 -0.673 0.81 -0.03 -0.30
H 0.410 -0.279 -2.558 -0.86 0.45 -0.25
H -0.684 1.832 -1.749 0.31 -0.05 0.09
H -1.457 1.659 0.706 0.14 -0.15 -0.03
H 0.164 2.299 0.596 -0.18 -0.13 -0.17
H 1.209 0.360 1.438 -0.01 0.29 0.02
H -0.299 0.388 2.345 0.08 -0.15 -0.28
H -1.226 -1.215 0.635 0.33 -0.08 -0.40
H 0.137 -1.905 1.447 0.34 0.15 -0.20
H 0.354 -2.249 -1.070 -0.70 0.25 -0.20
H 1.618 -1.134 -1.025 -0.70 -0.38 2.28
```
Forces are in eV/Å.

## Properties
energy above the lowest of the compared OMol25 structures with the same formula, charge and spin	17.8	kcal per mole
LUMO energy	1.169	eV
gap between HOMO and LUMO	9.925	eV
structure (SMILES)	C1=CCCCC1



5.
Entry from OMol25: a 2-piece molecular cluster, C4H7N3O overall in a non-equilibrium geometry (the ωB97M-V functional and the def2-TZVPD basis).

```
15
Properties=species:S:1:pos:R:3:forces:R:3
C -1.602 1.258 -0.032 -0.50 -1.81 -0.28
C -0.419 0.294 -0.365 -7.23 -1.48 1.53
C 1.653 -0.298 -0.182 1.46 -1.21 1.67
C -0.508 -1.100 -0.254 0.94 2.96 -1.02
H -2.639 0.742 -0.137 1.89 0.17 1.12
H -1.786 1.857 -0.913 0.62 1.36 0.24
H -1.407 1.754 0.998 -0.65 -0.47 -1.98
H 1.072 1.831 0.128 -0.95 -4.71 -1.54
H 3.272 0.592 0.119 0.25 0.18 -0.19
H 1.414 -2.430 -0.083 -2.18 3.98 -0.37
H -2.007 -1.607 1.184 1.12 -1.33 -4.91
N 0.804 0.714 -0.184 2.37 7.48 0.66
N 2.898 -0.337 0.002 2.07 -0.10 -0.07
N 0.882 -1.400 -0.149 0.40 -6.67 0.01
O -1.626 -1.871 -0.132 0.39 1.65 5.14
```
Forces are in eV/Å.

## Properties
energy above the lowest of the compared OMol25 structures with the same formula, charge and spin	118.6	kcal per mole
LUMO energy	-0.469	eV
gap between HOMO and LUMO	6.427	eV



6.
Entry from OMol25: a 2-piece molecular cluster, C4H10N2O overall in a non-equilibrium geometry (the ωB97M-V functional and the def2-TZVPD basis).

```
17
Properties=species:S:1:pos:R:3:forces:R:3
O 1.013 0.353 -0.639 0.44 -0.05 -0.66
C 0.716 0.868 0.438 -0.24 0.47 1.61
N -2.015 -2.021 -1.242 0.90 1.03 0.48
C -0.778 -1.435 -1.581 -1.42 -2.03 -1.53
N -0.189 -2.217 -2.694 -0.22 -0.05 0.54
C 1.427 1.720 1.334 -1.11 -0.02 -0.99
C 0.787 2.024 2.639 -0.33 0.08 0.11
H -2.556 -1.350 -0.685 -0.02 0.03 -0.03
H -0.098 -1.502 -0.691 0.35 0.60 0.05
H -0.812 -0.390 -1.907 0.06 0.40 0.54
H -0.934 -2.290 -3.383 0.06 0.36 -0.22
H -0.179 -3.179 -2.364 0.49 -0.09 0.10
H -0.314 0.691 0.831 0.03 -0.26 0.01
H 2.153 2.419 0.933 0.48 -0.45 0.14
H 1.478 1.957 3.479 0.22 0.14 -0.02
H -0.024 1.329 2.857 0.01 -0.15 -0.09
H 0.325 3.023 2.673 0.30 0.00 -0.04
```
Forces are in eV/Å.

## Properties
energy above the lowest of the compared OMol25 structures with the same formula, charge and spin	183.7	kcal per mole
LUMO energy	-3.623	eV
gap between HOMO and LUMO	3.446	eV



7.
Entry from OMol25: C10H27Cl2LuO2P2S as an isolated structure in a non-equilibrium geometry (the ωB97M-V functional and the def2-TZVPD basis).

```
45
Properties=species:S:1:pos:R:3:forces:R:3
C -4.740 1.894 -1.819 -0.18 0.06 -0.23
C -3.545 1.218 -1.276 -0.76 -1.70 2.36
H -5.629 1.512 -1.332 0.00 -0.16 0.17
H -4.826 1.735 -2.887 0.10 0.01 -0.31
H -4.686 2.963 -1.648 0.19 0.27 -0.01
O -3.543 0.442 -0.337 1.26 1.85 -2.48
Cl -1.970 1.703 -2.136 -0.38 -0.47 0.77
Lu -0.018 0.364 -0.361 0.43 0.74 -0.30
P -0.453 -1.990 -1.940 -0.10 -1.41 -1.46
C -0.653 -3.806 -1.721 0.12 -0.12 1.11
C -1.808 -1.896 -3.150 -0.23 0.72 0.21
H -1.623 -2.687 -3.886 -0.29 0.26 0.15
H 0.628 -2.753 -3.958 0.43 0.40 0.40
H -1.787 -0.919 -3.632 -0.24 -0.06 -0.18
H 1.111 -1.044 -3.510 0.15 -0.34 -0.22
H -1.584 -4.019 -1.187 0.06 0.01 -0.12
H -2.756 -2.040 -2.621 0.04 -0.01 -0.33
C 0.935 -2.064 -3.148 0.06 0.51 0.61
H -0.690 -4.292 -2.711 0.15 0.32 0.45
H 1.827 -2.410 -2.603 -0.18 0.00 -0.51
H 0.156 -4.218 -1.111 -0.07 -0.09 -0.22
P -0.014 1.975 2.072 0.04 1.12 0.99
C 0.014 1.648 3.881 -0.03 -0.89 -0.10
C 1.499 3.030 2.007 -0.23 -0.55 -0.50
H -1.453 3.691 1.163 -0.09 0.16 0.12
H -0.910 4.067 2.826 -0.25 -0.13 -0.10
H -2.214 2.851 2.535 0.11 0.20 -0.02
C -1.279 3.279 2.160 -0.30 -0.08 -0.62
H 1.641 3.356 0.965 0.22 0.11 0.49
H 1.307 3.875 2.692 0.41 -0.38 -0.38
H 0.173 2.595 4.419 -0.02 -0.34 -0.30
H 0.810 0.935 4.124 -0.12 0.18 0.14
H 2.349 2.406 2.337 -0.19 0.56 -0.16
H -0.938 1.206 4.194 0.18 0.10 0.02
Cl 1.307 1.835 -1.777 -0.37 -0.40 0.34
C 3.342 -0.758 2.520 0.34 0.01 0.12
S 3.286 -0.608 0.724 -2.68 -0.30 0.18
C 3.630 -2.342 0.322 0.08 0.04 -0.10
O 1.698 -0.390 0.468 2.26 -0.97 0.48
H 4.415 -0.833 2.731 -0.17 -0.09 0.18
H 2.797 -1.629 2.907 0.18 0.16 -0.43
H 2.960 0.145 3.007 0.11 -0.02 -0.42
H 3.056 -3.064 0.919 0.13 0.50 -0.03
H 3.472 -2.534 -0.745 0.02 0.34 0.21
H 4.707 -2.426 0.521 -0.20 -0.12 0.01
```
Forces are in eV/Å.

## Properties
net charge	+2
LUMO energy	-5.989	eV
gap between HOMO and LUMO	9.994	eV